Entry 1:
{"formula": "C11H15N", "method": "ωB97M-V with the def2-TZVPD basis set", "symbols": ["C", "C", "C", "C", "C", "C", "C", "C", "C", "C", "C", "N", "H", "H", "H", "H", "H", "H", "H", "H", "H", "H", "H", "H", "H", "H", "H"], "coordinates": [[1.33392, -0.27860, 3.95522], [-0.46581, -1.75139, -0.64552], [0.21188, -0.47263, -1.22449], [-1.65017, 0.16935, 0.03308], [-0.84444, 0.09384, 1.32835], [-0.98721, 0.55633, -1.19657], [1.24035, 0.01026, -0.15166], [-1.29273, -1.27280, 0.55336], [0.45379, 0.18658, 1.07832], [-1.82683, 0.31143, -2.43881], [2.01388, 1.25672, -0.44764], [1.95937, -0.07168, 2.89062], [1.70217, -0.76437, 4.84151], [0.21836, -0.37345, 3.90308], [-1.17949, -2.10664, -1.52046], [0.32584, -2.45330, -0.31308], [0.84505, -0.65791, -2.17862], [-2.55253, 0.76375, 0.22836], [-1.40873, 0.21582, 2.25578], [-0.72369, 1.58377, -1.08923], [1.93163, -0.71083, 0.05642], [-2.31419, -0.64460, -2.36423], [-1.14501, 0.39018, -3.26218], [-2.55626, 1.14561, -2.70276], [2.92454, 1.33748, 0.03340], [1.48404, 2.26231, -0.06000], [2.30227, 1.27475, -1.56224]], "forces_ev_per_angstrom": [[-1.86, -1.14, -1.83], [-0.14, -0.93, -0.75], [1.50, 0.66, 0.33], [-2.65, -0.98, 2.83], [-2.06, -2.94, -0.98], [1.18, -1.63, -1.66], [-3.20, 1.17, 0.15], [-1.28, 3.37, -2.80], [5.46, 2.57, 2.70], [-0.75, 2.12, -0.26], [-1.67, 3.06, -2.06], [-0.19, -0.07, -0.38], [0.95, 0.40, 0.70], [0.26, 0.48, 0.31], [1.51, -0.06, 2.17], [-0.62, -0.11, -0.71], [-1.70, 0.28, 1.14], [-0.11, -0.81, 0.02], [0.41, 0.33, -0.11], [0.72, 0.82, -0.31], [1.87, -2.42, 0.42], [-0.33, -0.25, -0.38], [0.32, -0.56, -0.71], [0.45, -1.13, 0.87], [1.87, -0.42, 1.36], [0.80, -2.21, -1.44], [-0.76, 0.37, 1.41]], "homo_lumo_gap_ev": [6.73, 5.62], "spin_multiplicity": 3, "s2": 2.2044, "lumo_ev": [0.45, -1.47], "de_lowest_ev": 4.1583}

Entry 2:
{"formula": "C5H10O2", "method": "ωB97M-V with the def2-TZVPD basis set", "symbols": ["C", "O", "C", "C", "O", "C", "C", "H", "H", "H", "H", "H", "H", "H", "H", "H", "H"], "coordinates": [[-1.71632, 0.02239, -1.44866], [-1.20424, -0.00131, -0.11443], [-0.03964, 0.81113, 0.22085], [0.17485, 0.80101, 1.74286], [1.49627, 0.26458, 1.65102], [1.38131, 0.12818, 0.22386], [1.09311, -1.26953, -0.25310], [-2.31278, 0.92864, -1.60645], [-0.92532, -0.03940, -2.20778], [-2.38570, -0.83921, -1.62085], [-0.12188, 1.75005, -0.31841], [-0.50520, 0.09543, 2.23201], [0.16194, 1.76887, 2.25198], [2.25925, 0.62853, -0.22998], [1.46833, -1.40928, -1.26772], [1.45956, -2.01141, 0.44880], [-0.00724, -1.32909, -0.27011]], "forces_ev_per_angstrom": [[0.16, 0.24, -0.04], [0.37, 0.66, 0.26], [-0.64, 0.19, -0.06], [-0.52, 0.27, 0.10], [-0.17, -0.02, -0.15], [-0.45, -0.26, -0.53], [0.12, -0.44, -0.09], [0.18, 0.00, -0.06], [-0.01, 0.10, 0.17], [0.38, 0.27, 0.49], [0.03, 0.29, 0.22], [-0.03, 0.18, -0.02], [-0.06, -0.08, -0.02], [-0.72, -0.16, -0.15], [0.15, -0.26, 0.10], [0.37, -0.17, -0.15], [0.84, -0.81, -0.08]], "homo_lumo_gap_ev": 10.53, "lumo_ev": 1.01, "smiles": "CO[C@H]1CO[C@H]1C", "de_lowest_ev": 3.2232}

Entry 3:
{"formula": "C7H7FN2O", "method": "ωB97M-V with the def2-TZVPD basis set", "symbols": ["C", "C", "C", "C", "C", "C", "C", "N", "N", "O", "F", "H", "H", "H", "H", "H", "H", "H"], "coordinates": [[-0.67569, 1.64211, 0.89372], [-0.37754, -0.58631, 1.57885], [-1.75089, -1.17378, -0.45348], [0.12166, 0.61816, 1.37765], [-1.69345, -0.92880, 1.07132], [0.13333, 0.07508, -1.31180], [2.32975, 0.77138, -1.71103], [-1.32723, 2.44841, 0.42488], [-0.76170, -0.76513, -1.15478], [1.41286, -0.25888, -1.27602], [1.34711, 0.92794, 1.77387], [0.21526, -1.31911, 1.98793], [-2.22941, -2.05790, -0.80969], [-1.96792, -1.97431, 1.65829], [-2.49449, -0.22545, 1.48686], [2.31426, 1.54325, -1.00276], [2.08223, 1.06206, -2.81823], [3.32188, 0.20130, -1.71556]], "forces_ev_per_angstrom": [[0.13, 0.88, -0.49], [-0.20, 1.73, -0.90], [2.00, -0.26, 1.00], [0.22, -1.48, 1.45], [-3.11, -2.71, 1.83], [1.12, 1.70, -1.25], [0.76, -2.41, -2.77], [-0.97, 1.10, -0.36], [-1.40, -1.08, 0.62], [-0.29, -0.42, 0.03], [0.79, 0.47, 0.02], [1.39, -1.55, 0.90], [-1.05, -0.02, -0.35], [0.37, 2.39, -1.77], [0.96, -0.66, -0.95], [0.08, 1.36, 0.63], [0.39, -0.20, 2.29], [-1.22, 1.16, 0.05]], "homo_lumo_gap_ev": [8.27, 8.27], "lumo_ev": [0.20, 0.20], "de_lowest_ev": 3.4186}

Maximum force for the records above, in order: 6.6; 1.2; 4.5 eV/A